52
Properties=species:S:1:pos:R:3:forces:R:3 method="wB97M-V/def2-TZVPD" homo_lumo_gap_ha=0.27737 max_force_ha_per_bohr=0.018 e_above_lowest_kj_mol=48.71 mol_weight_da=422.46 total_charge=+4
Sc 0.031110 -0.166735 -0.166066 -0.45 -0.78 -0.16
N 1.509566 1.592819 -3.716970 0.06 0.14 -0.19
C 0.431957 2.453651 -3.735618 0.07 -0.03 -0.04
C -0.318318 2.137337 -2.653126 0.03 -0.10 0.09
N 0.292498 1.092068 -1.972321 -0.27 -0.05 0.44
C 1.406412 0.794941 -2.656472 -0.01 0.12 0.03
C 2.288889 -0.241083 -2.145219 0.08 0.01 0.03
N 1.936339 -0.889676 -1.028678 -0.69 0.17 0.52
C 2.974626 -1.756585 -0.723213 -0.08 0.03 0.04
C 3.938408 -1.623335 -1.666840 0.02 0.05 -0.09
N 3.482308 -0.667203 -2.550947 0.25 -0.05 -0.08
H 2.256356 1.607055 -4.401806 0.00 0.01 -0.01
H 0.298753 3.206473 -4.496670 0.06 -0.03 -0.02
H -1.235320 2.596485 -2.323955 0.02 -0.02 0.00
H 2.972052 -2.395870 0.144037 -0.02 0.02 0.01
H 4.895186 -2.109636 -1.776267 -0.01 0.04 -0.05
H 4.010665 -0.342497 -3.352283 0.01 0.00 0.00
C -4.138913 2.352308 2.848189 0.03 -0.07 -0.04
C -3.245400 1.195175 3.097512 0.01 0.08 0.12
N -3.267371 0.406778 4.124801 0.20 -0.09 -0.20
N -2.257704 -0.489487 3.921705 -0.13 -0.05 0.40
C -1.604719 -0.292720 2.798114 0.04 -0.11 -0.02
S -0.269725 -1.160424 2.151932 0.30 0.11 -0.41
N -2.220740 0.764437 2.244014 -0.15 0.33 -0.25
N -1.724540 1.376447 1.079786 0.42 0.07 -0.14
H -4.810436 2.449342 3.698638 -0.01 0.00 0.02
H -4.747062 2.201255 1.952966 0.00 0.00 0.01
H -3.580651 3.285880 2.750451 0.04 -0.03 0.02
H -2.054968 -1.172085 4.644943 -0.03 -0.05 -0.01
H -2.516360 1.797869 0.594461 -0.05 -0.10 -0.11
H -1.153098 2.167067 1.391311 -0.03 0.14 -0.03
C -2.374205 -2.785474 -3.331687 0.02 0.01 0.11
C -1.544604 -1.657460 -2.669055 -0.08 -0.12 0.04
N -1.407450 -1.879193 -1.197992 0.37 0.24 0.10
C -0.729176 -3.195078 -0.972661 -0.11 -0.02 -0.04
C -1.509499 -4.352206 -1.641304 -0.04 0.10 0.00
N -2.748756 -3.773415 -2.263705 0.06 0.09 0.04
C -3.595576 -3.108226 -1.216254 0.10 0.03 -0.02
C -2.770224 -1.952874 -0.596318 0.01 -0.05 -0.06
H -1.811177 -3.316907 -4.094530 0.02 -0.03 -0.02
H -3.291518 -2.413328 -3.780826 -0.05 0.01 0.00
H -2.024661 -0.695020 -2.831590 -0.02 0.04 -0.01
H -0.548666 -1.616662 -3.104453 0.06 -0.02 -0.01
H -0.659134 -3.358559 0.100339 0.00 -0.01 0.06
H 0.278267 -3.141974 -1.378149 0.05 0.01 -0.05
H -1.814201 -5.110165 -0.924169 -0.03 -0.02 0.03
H -0.938114 -4.836977 -2.428685 0.01 -0.01 -0.04
H -3.288443 -4.532010 -2.689214 -0.01 -0.02 -0.02
H -3.866660 -3.860391 -0.479487 0.01 -0.04 0.02
H -4.504437 -2.754830 -1.696188 -0.03 0.01 -0.04
H -2.658389 -2.104962 0.474249 0.01 -0.01 0.06
H -3.274471 -1.002530 -0.763466 -0.03 0.04 -0.03

48
Properties=species:S:1:pos:R:3:forces:R:3 method="wB97M-V/def2-TZVPD" homo_lumo_gap_ha=0.35337 smiles="C=CCOC(=O)CSC[C@H](NC(=O)OC(C)(C)C)C(=O)OCC" max_force_ha_per_bohr=0.014 e_above_lowest_kj_mol=3.86 mol_weight_da=347.43 total_charge=0
C -5.268997 -2.340048 0.725430 -0.01 -0.06 0.04
C -5.680025 -1.503275 -0.206693 0.16 0.31 -0.01
C -5.101156 -0.144705 -0.468686 -0.13 -0.06 -0.40
O -4.015404 0.181688 0.392713 -0.34 0.07 0.33
C -2.794735 -0.172344 -0.006978 0.49 -0.12 0.01
O -2.547696 -0.737874 -1.041360 -0.09 -0.09 0.01
C -1.749111 0.302315 0.967717 0.08 0.29 -0.29
S -1.157875 1.920456 0.347795 -0.01 -0.08 -0.02
C -0.171118 1.385106 -1.089246 -0.02 0.08 0.25
C 1.285346 1.077697 -0.720244 -0.05 0.06 -0.22
N 1.404310 -0.095877 0.106874 0.08 0.21 0.33
C 1.901765 -1.257190 -0.412897 -0.28 0.36 0.20
O 2.060728 -1.439897 -1.594215 0.13 -0.20 -0.39
O 2.128614 -2.125451 0.579743 0.01 -0.03 0.23
C 2.588341 -3.469625 0.288276 0.22 -0.57 -0.18
C 2.706205 -4.125693 1.664387 -0.09 0.34 -0.30
C 1.561399 -4.204280 -0.572133 0.08 0.31 0.07
C 3.951437 -3.422834 -0.401220 -0.25 0.18 0.04
C 1.891883 2.268720 0.020290 0.05 -0.73 0.04
O 2.332688 2.194179 1.136975 0.07 0.18 0.11
O 1.856596 3.363953 -0.722933 -0.18 0.08 -0.37
C 2.288598 4.584245 -0.109135 0.13 0.40 0.39
C 1.159425 5.215033 0.691136 0.19 -0.31 -0.21
H -5.723104 -3.306168 0.857061 -0.13 -0.18 -0.02
H -4.460739 -2.094930 1.394429 0.15 0.10 0.09
H -6.492406 -1.758315 -0.872788 -0.13 -0.11 -0.05
H -5.856792 0.628199 -0.296729 0.12 -0.08 -0.04
H -4.761590 -0.091915 -1.511230 -0.10 0.06 0.19
H -2.177521 0.490151 1.948761 0.03 -0.05 0.01
H -0.902100 -0.378297 1.012908 -0.19 -0.07 0.02
H -0.652458 0.506932 -1.518462 0.09 0.06 -0.10
H -0.202269 2.210145 -1.798626 -0.06 -0.04 -0.04
H 1.838614 0.899503 -1.652904 -0.04 0.09 0.19
H 1.556180 0.078198 1.092675 0.06 -0.07 -0.12
H 3.408005 -3.571689 2.282062 0.10 0.03 0.08
H 1.738977 -4.129911 2.159780 -0.11 -0.03 0.07
H 3.055753 -5.148261 1.558743 0.04 -0.11 -0.03
H 1.476068 -3.727601 -1.544584 -0.02 -0.05 -0.05
H 1.871071 -5.236452 -0.709722 0.03 -0.13 0.02
H 0.587141 -4.188474 -0.088103 -0.10 -0.05 0.06
H 3.863311 -2.946847 -1.373803 0.05 -0.03 -0.04
H 4.657540 -2.858922 0.204795 0.09 0.02 0.07
H 4.328605 -4.432797 -0.534779 0.05 -0.13 0.02
H 2.595201 5.224148 -0.938542 0.00 -0.11 0.10
H 3.145449 4.371138 0.537569 -0.09 0.05 -0.18
H 0.294656 5.381435 0.053952 -0.09 0.08 -0.05
H 0.868156 4.556685 1.505596 -0.02 -0.01 0.09
H 1.489515 6.164386 1.102371 0.01 0.12 0.06

48
Properties=species:S:1:pos:R:3:forces:R:3 method="wB97M-V/def2-TZVPD" homo_lumo_gap_ha=0.34796 smiles="C=CCOC(=O)CSC[C@H](NC(=O)OC(C)(C)C)C(=O)OCC" max_force_ha_per_bohr=0.012 e_above_lowest_kj_mol=5.30 mol_weight_da=347.43 total_charge=0
C -2.216816 3.407567 -1.015935 -0.02 0.09 -0.01
C -2.190386 2.165170 -0.573608 0.10 -0.41 -0.11
C -2.829988 1.012946 -1.279028 -0.55 0.17 -0.18
O -1.944797 -0.106733 -1.203316 0.29 0.18 0.27
C -2.350158 -1.236770 -1.793683 -0.18 -0.45 -0.10
O -3.399549 -1.348054 -2.368356 -0.09 0.05 -0.02
C -1.315818 -2.320381 -1.645004 0.34 0.22 -0.16
S 0.041088 -2.084374 -2.842824 0.00 0.06 -0.05
C 0.868308 -0.582747 -2.238160 -0.26 -0.42 -0.09
C 1.490675 -0.710981 -0.829693 0.10 0.00 0.02
N 0.757600 0.048205 0.144918 0.24 0.28 0.18
C -0.006691 -0.515746 1.111120 0.32 0.23 -0.48
O -0.204030 -1.706773 1.195789 -0.10 -0.41 0.30
O -0.503036 0.437365 1.908530 -0.02 0.25 0.07
C -1.380692 0.093397 3.011875 -0.36 -0.21 0.49
C -1.723284 1.442535 3.645196 0.21 -0.29 -0.30
C -2.644756 -0.591653 2.494032 0.30 0.03 -0.09
C -0.643474 -0.796172 4.011753 0.02 0.08 -0.30
C 2.919798 -0.172453 -0.894741 -0.52 0.03 0.35
O 3.226096 0.933789 -0.533752 0.14 0.14 -0.05
O 3.742224 -1.067971 -1.418202 -0.07 -0.37 -0.18
C 5.102757 -0.672324 -1.632487 0.44 0.33 -0.10
C 5.259245 0.048135 -2.963034 -0.22 -0.18 0.32
H -1.758475 4.212382 -0.468159 0.08 0.13 0.16
H -2.710148 3.673762 -1.936442 -0.08 0.00 -0.23
H -1.687311 1.903453 0.346653 0.06 0.07 0.19
H -3.042228 1.241239 -2.329545 -0.01 -0.02 0.17
H -3.779738 0.737447 -0.799244 0.15 0.02 -0.11
H -0.896657 -2.335179 -0.638141 -0.16 -0.07 -0.06
H -1.753471 -3.283192 -1.901265 -0.03 0.08 0.03
H 1.635048 -0.397428 -2.990248 -0.01 0.00 -0.06
H 0.156014 0.241532 -2.243906 0.19 0.04 0.00
H 1.512234 -1.760606 -0.518943 0.02 0.20 -0.06
H 0.956669 1.036638 0.194749 -0.03 -0.07 0.07
H -0.813239 1.949321 3.955078 0.09 0.06 0.07
H -2.244517 2.074135 2.930196 -0.08 0.08 -0.07
H -2.358945 1.292645 4.512565 -0.08 -0.03 0.09
H -3.329220 -0.764742 3.319711 -0.09 0.02 0.10
H -3.137014 0.037006 1.755391 -0.10 0.09 -0.07
H -2.397036 -1.545198 2.036040 -0.05 -0.04 0.01
H -1.276658 -0.979097 4.875221 -0.08 0.02 0.12
H -0.389880 -1.747560 3.552486 0.00 -0.04 0.05
H 0.271720 -0.308771 4.341168 0.07 0.06 0.08
H 5.671835 -1.603265 -1.617916 -0.09 0.11 0.05
H 5.416845 -0.025671 -0.807266 -0.02 -0.18 -0.09
H 4.895572 -0.578221 -3.774051 0.01 -0.04 -0.10
H 4.696602 0.978724 -2.952816 -0.01 0.08 -0.02
H 6.307680 0.274667 -3.132706 0.12 0.04 -0.05

41
Properties=species:S:1:pos:R:3:forces:R:3 method="wB97M-V/def2-TZVPD" homo_lumo_gap_ha="0.21599 / 0.21406" multiplicity=2 s_squared=0.756 max_force_ha_per_bohr=0.112 e_above_lowest_kj_mol=360.42 mol_weight_da=221.36 total_charge=0
C -1.215910 -1.755476 -2.347680 0.11 0.01 -0.67
C -1.132344 -1.751437 -0.882379 1.07 -0.49 0.56
C -0.106261 -2.662089 -0.279961 3.49 1.17 -4.44
C 1.371358 -2.385548 -0.151860 -2.63 -1.58 -0.10
C 1.964185 -1.088525 0.061268 1.88 1.71 -0.18
C 1.654668 0.002582 -0.990948 0.90 -0.99 -0.84
C 2.186786 -0.080393 -2.226844 -0.28 0.08 0.77
C 0.750174 1.105899 -0.618971 -0.77 0.25 0.39
C 1.269323 2.254799 0.282005 0.01 0.17 -0.05
C 0.010433 2.137765 1.178019 0.10 -0.23 -0.15
C -0.342937 0.794454 0.468264 0.69 0.38 -0.40
C -1.732558 0.550527 -0.059907 -0.36 -0.17 0.18
C -2.064762 -0.961671 -0.082496 -1.23 0.78 0.45
C 0.305869 1.972630 2.655805 -0.17 0.25 0.11
C -0.998571 3.248118 0.920493 0.08 0.08 0.22
H -2.105676 -1.217257 -2.694865 0.14 -0.14 -0.02
H -0.327721 -1.295558 -2.812720 -0.19 -0.05 0.08
H -1.248044 -2.793505 -2.723240 -0.06 0.24 -0.05
H -0.158268 -3.561902 -0.915758 -0.17 -0.47 0.59
H -1.135918 -3.728630 1.122681 -0.79 -0.39 -0.06
H 1.959972 -3.271179 0.092640 -0.07 0.02 -0.53
H 1.843433 -0.671347 1.083135 0.06 0.21 -0.33
H 3.048950 -1.306582 -0.034874 -0.34 0.50 0.22
H 2.011916 0.703822 -2.969747 -0.05 -0.34 0.16
H 2.813732 -0.931285 -2.504056 -0.10 0.31 0.06
H 0.273702 1.520124 -1.528129 0.18 -0.14 0.39
H 2.202086 2.003039 0.804938 -0.20 0.13 -0.14
H 1.358320 3.215846 -0.240166 0.25 -0.17 0.17
H -0.003860 -0.030882 1.113512 -0.25 0.17 -0.22
H -2.467916 1.087304 0.557680 -0.01 -0.24 -0.18
H -1.808903 0.947614 -1.080532 -0.10 -0.01 0.16
H -3.067200 -1.067110 -0.538897 0.14 0.04 0.17
H -2.175361 -1.300515 0.965928 0.24 0.09 -0.49
H -0.602048 1.661869 3.185833 0.10 0.03 0.06
H 1.086960 1.224532 2.835366 -0.13 0.10 -0.08
H 0.638455 2.928492 3.075859 0.01 -0.12 0.09
H -1.937023 3.044148 1.450517 0.08 0.11 -0.13
H -0.601491 4.198267 1.299641 -0.09 -0.09 -0.10
H -1.213746 3.367191 -0.148578 0.01 -0.04 0.18
O -0.520398 -2.979977 1.027641 -2.65 -1.47 4.41
H 0.216596 -3.128156 1.651383 1.10 0.33 -0.26

48
Properties=species:S:1:pos:R:3:forces:R:3 method="wB97M-V/def2-TZVPD" homo_lumo_gap_ha=0.19875 max_force_ha_per_bohr=0.202 mol_weight_da=394.82 total_charge=+2
C 4.988076 -2.896010 -3.659559 -0.17 0.03 0.04
C 3.817033 -2.640034 -2.756286 0.14 -0.08 -0.14
H 4.687893 -2.734854 -4.696468 0.03 -0.03 0.16
H 5.339592 -3.921457 -3.513914 -0.05 0.13 0.00
H 5.808208 -2.225859 -3.386258 -0.11 -0.10 -0.01
O 2.713830 -2.311357 -3.051683 0.36 -0.01 0.44
Cl 4.266954 -2.898976 -0.999456 -0.33 0.18 -0.41
Al 0.151053 0.062588 -0.250871 1.89 -0.86 3.85
P -0.774701 -2.053428 -0.057061 -0.31 -3.42 -0.18
C -2.443571 -2.321700 -0.764167 0.11 0.90 -0.21
C 0.233672 -3.370923 -0.833729 0.02 0.42 -0.05
H -0.196429 -4.360774 -0.645872 0.01 0.26 0.06
H -1.307454 -3.660517 1.714345 0.08 0.14 -0.36
H 1.242639 -3.314506 -0.417165 -0.01 -0.14 -0.11
H 0.029639 -2.549341 2.155891 -0.20 -0.08 0.05
H -2.423792 -2.098741 -1.834385 -0.07 -0.13 0.04
H 0.289923 -3.193235 -1.910916 0.09 -0.07 0.09
C -0.948521 -2.626285 1.674133 0.19 0.54 0.01
H -2.773095 -3.355061 -0.613551 0.28 0.16 0.10
H -1.649701 -1.973424 2.200719 0.16 -0.18 -0.08
H -3.153165 -1.640700 -0.286486 -0.05 -0.12 0.00
P 1.309706 2.069299 -0.306788 2.51 2.13 -0.37
C 0.498434 3.500015 -1.114087 -0.66 -0.65 -0.15
C 1.753448 2.710459 1.350721 -0.28 -0.36 0.03
H 3.503038 1.157459 -0.691245 0.10 0.12 -0.08
H 3.475620 2.906227 -1.089702 -0.17 -0.18 0.05
H 2.764316 1.706462 -2.209976 0.10 0.04 0.06
C 2.927415 1.960302 -1.159183 -0.30 -0.27 -0.04
H 2.294677 1.924460 1.883668 -0.05 0.20 0.06
H 2.374671 3.609512 1.273588 -0.05 -0.19 -0.33
H 1.138735 4.387321 -1.077531 0.05 -0.30 0.14
H -0.447221 3.713092 -0.608135 0.12 0.14 -0.09
H 0.839246 2.941889 1.903750 0.22 -0.04 -0.04
H 0.279807 3.252018 -2.156200 0.05 0.14 0.02
C -1.291598 0.738112 -1.132522 -8.34 3.95 -4.79
O -2.219221 1.172157 -1.699026 4.90 -2.33 2.93
S -0.175150 0.378723 2.036861 -0.41 0.26 -0.57
C -1.850072 1.028483 2.215139 -0.51 -0.07 0.08
C -2.242918 2.201486 1.562266 -0.65 -0.37 0.37
C -3.533218 2.711680 1.729995 0.12 -0.41 0.21
C -4.440458 2.056281 2.564736 0.35 -0.17 -0.01
C -4.052788 0.894245 3.236732 0.37 0.37 -0.36
C -2.761602 0.384893 3.066522 -0.06 0.25 -0.24
H -1.551106 2.720596 0.931114 0.34 0.28 -0.21
H -3.827285 3.618187 1.216737 0.03 -0.01 0.01
H -5.438421 2.452393 2.699064 0.04 -0.01 -0.01
H -4.750070 0.392004 3.894626 0.06 -0.01 0.00
H -2.476070 -0.503160 3.611613 0.10 -0.04 0.04